[1]
# C28H77F6N7Na2O7P

A molecular structure, C28H77F6N7Na2O7P in a non-equilibrium geometry (ωB97M-V with the def2-TZVPD basis set, the OMol25 dataset).

Structure (XYZ):
```
128
C28H77F6N7Na2O7P ωB97M-V with the def2-TZVPD basis set
P -3.4162 14.3638 7.0247
Na -1.5552 16.6649 10.4230
Na 0.5098 12.3211 9.0103
F -3.7850 15.3896 5.7608
F -2.7672 13.4221 8.2248
F -2.7561 13.3302 5.9225
F -3.9963 15.4338 8.0495
F -2.0732 15.1896 7.2457
F -4.7809 13.5192 7.0060
O -10.9300 7.6068 6.1164
O -4.6669 15.8538 13.1082
O -1.7029 4.8642 5.6550
O -4.3048 21.7779 3.4960
O -12.3074 17.3738 4.6985
O 5.3804 11.0377 4.2849
O -3.9245 16.7960 -1.1385
N -8.8607 10.4227 7.2999
N -4.9890 14.1476 -1.1939
N -6.7944 22.7138 4.3685
N 2.9597 11.4694 5.4616
N -1.0030 8.4708 6.3983
N -3.0247 14.1869 14.4505
N -9.3864 15.1514 5.6511
C -3.6135 20.4485 3.6775
C -10.7482 8.8110 6.8800
C 3.0096 11.1168 4.0467
C -11.5084 16.3934 5.4638
C -2.7430 7.6405 4.9814
C -12.1172 7.3170 5.5968
C -4.3314 16.1986 14.4718
C -3.7012 15.8177 -0.0841
C -9.2264 9.1745 6.6229
C -3.2337 15.1852 16.5832
C -6.6338 21.5911 3.4295
C -3.9875 14.9594 15.3029
C -0.9345 6.0147 5.9439
C -10.0738 15.6079 3.4577
C -0.9451 3.7056 5.3684
C 6.7560 11.1193 3.9886
C -10.0748 16.1216 4.9464
C -2.9416 17.8579 -1.2434
C -5.7760 15.0596 12.9513
C -1.7962 7.2643 6.1614
C -5.3408 21.7527 2.5959
C -7.7703 21.7249 2.4384
C -8.2476 8.1095 7.0854
C -4.9322 14.8408 0.0355
C 4.3752 11.5139 3.4507
C -13.6427 17.3335 4.9336
C -4.7233 13.7600 1.0955
C 1.7990 11.8529 3.4089
H -3.0642 8.6820 4.9842
H -1.4996 2.8966 5.8440
H -8.0494 7.4549 6.2367
H -5.0833 21.0012 1.8496
H -7.2866 8.5710 7.3131
H -12.8476 7.4776 6.3898
H -3.3126 20.0184 2.7222
H -5.9190 15.0064 11.8721
H -3.4154 16.7830 14.3850
H -3.7436 16.4505 0.8024
H -0.2196 6.2806 5.1652
H -7.6708 22.6223 1.8278
H -14.0331 18.1574 4.3362
H -3.1772 18.8303 -0.8109
H -3.2883 14.2900 13.4810
H 4.4061 11.1562 2.4216
H -1.5563 9.2888 6.1865
H -14.1772 16.3948 4.7883
H 2.0052 11.9091 2.3401
H -10.3181 16.5024 2.8848
H -5.0958 16.8990 14.8081
H -4.9231 14.0791 2.1184
H -2.6318 14.3196 16.8597
H -5.9189 15.2984 0.1064
H -3.7043 13.3732 1.0923
H -6.9133 23.5324 3.7891
H -9.0825 15.2795 3.1454
H -12.2705 6.2836 5.2858
H -9.5027 17.0335 5.1174
H -2.1558 14.7018 14.4552
H -7.7814 20.8828 1.7464
H -1.9315 17.5488 -0.9747
H 6.8597 10.5010 3.0970
H -12.1000 15.4826 5.5566
H 2.8164 10.0453 3.9965
H -2.4467 7.2594 7.0360
H -5.8970 22.9372 4.7746
H -13.8698 17.6728 5.9442
H -8.4847 15.0860 5.2009
H 0.8331 11.3514 3.4704
H -0.4686 5.7122 6.8817
H 3.4412 10.8421 6.0899
H -4.8664 14.3652 15.5530
H -12.3894 7.9108 4.7241
H 4.5101 12.5897 3.3382
H 7.4414 10.6387 4.6867
H -9.1712 11.2681 6.8427
H -9.0305 15.3780 6.5687
H -5.3454 14.7976 -1.8800
H -5.3001 12.8435 0.9707
H -10.6920 14.7489 3.1972
H -0.9418 3.5210 4.2942
H -9.1397 9.2556 5.5394
H -8.7226 21.7425 2.9685
H -11.3550 16.6869 6.5022
H -2.7577 15.2781 -0.0024
H -2.5554 16.0374 16.6244
H -11.3365 9.6578 6.5266
H -5.3582 22.6856 2.0324
H 6.9055 12.1512 3.6708
H -5.6648 13.3995 -1.1324
H 3.5052 12.3157 5.5415
H -7.8973 10.7144 7.3831
H -5.7079 14.0610 13.3829
H -0.3391 8.5539 5.6417
H -6.5938 15.5925 13.4364
H -10.9978 8.6208 7.9239
H -3.6154 6.9943 5.0786
H -4.3472 19.7767 4.1230
H 1.7867 12.8971 3.7215
H 0.0744 3.7158 5.7538
H -3.8442 15.3791 17.4651
H -2.7741 18.0671 -2.3000
H -6.8141 20.5932 3.8293
H -2.7829 20.4761 4.3828
H -2.1658 7.4816 4.0705
H -8.6577 7.5026 7.8927
```

net charge	+1


[2]
# C28H77K2N7O11S

A molecular structure, C28H77K2N7O11S in a non-equilibrium geometry (ωB97M-V with the def2-TZVPD basis set, the OMol25 dataset).

Structure (XYZ):
```
126
C28H77K2N7O11S ωB97M-V with the def2-TZVPD basis set
K 35.8622 7.1246 -30.7738
K 28.7594 8.1111 -30.4259
S 32.4349 8.6585 -32.8025
O 33.5321 7.9690 -33.5502
O 30.0427 14.5521 -28.8346
O 34.9173 15.1401 -33.8525
O 38.2675 4.7793 -37.6542
O 32.8083 10.0760 -32.6355
O 32.3925 8.0646 -31.4509
O 31.1127 8.4969 -33.4062
O 29.2669 11.8658 -38.5314
O 31.3858 5.7063 -40.5678
O 33.6988 5.0466 -23.9236
O 34.1492 2.2076 -31.9524
N 36.0446 12.4250 -34.1269
N 29.1738 11.6476 -34.8526
N 37.6884 7.2430 -34.9174
N 32.7422 7.3295 -26.6903
N 33.3267 13.2926 -30.0485
N 31.4948 5.6752 -36.9154
N 31.1171 4.0301 -32.5576
C 32.2770 13.6735 -29.1257
C 30.9113 5.5566 -39.2610
C 34.4404 16.4679 -34.0512
C 32.0138 5.8421 -38.2544
C 31.4814 1.6558 -33.3660
C 33.5690 6.3169 -24.5977
C 28.5303 13.4826 -36.1449
C 34.9689 4.7319 -23.4386
C 33.3736 3.2367 -32.5843
C 33.1970 4.9165 -38.4113
C 31.8872 2.7981 -32.3916
C 35.9495 13.3176 -35.2551
C 28.6747 11.9172 -36.2036
C 39.7484 7.1609 -36.0508
C 35.2637 1.8250 -32.8045
C 38.2738 6.7431 -36.1513
C 28.7467 14.2159 -28.9702
C 29.6623 11.3368 -37.3132
C 30.8855 13.9158 -29.7320
C 35.9314 12.5269 -36.5281
C 38.5636 3.4004 -37.8433
C 33.9194 5.2667 -26.8913
C 30.3394 5.8965 -41.5029
C 29.9199 11.3491 -39.6589
C 34.8372 14.3318 -35.0514
C 32.9634 6.0410 -25.9977
C 38.1508 5.2043 -36.2680
C 32.9076 14.8676 -28.3695
H 31.5240 1.9434 -34.4166
H 30.5094 12.9859 -30.1586
H 32.1448 12.8170 -28.4645
H 35.9176 2.6644 -33.0412
H 36.8906 13.8623 -35.1785
H 34.0000 4.2783 -26.4389
H 35.1006 12.0928 -33.9906
H 40.2507 6.6623 -36.8797
H 28.3532 13.9387 -37.1189
H 29.5102 13.8652 -35.8593
H 37.7386 2.6907 -37.9063
H 37.7028 7.1514 -36.9852
H 32.9733 12.5835 -30.6748
H 29.9863 10.2630 -39.5960
H 29.6758 6.7600 -41.4590
H 35.4461 5.5506 -22.9000
H 28.4891 14.2792 -30.0275
H 30.6024 4.5123 -39.2150
H 29.4489 11.6482 -40.5953
H 34.8842 3.8479 -22.8066
H 32.3502 6.8770 -38.3171
H 30.8840 11.8537 -39.7232
H 35.8538 1.1059 -32.2364
H 30.8465 6.4311 -36.7467
H 34.5144 6.8461 -24.7169
H 39.2554 2.9819 -37.1123
H 32.2427 15.1321 -27.5473
H 27.8056 13.7888 -35.3904
H 29.9835 6.0885 -39.0502
H 31.1604 4.1299 -33.5618
H 34.8708 14.9891 -35.9203
H 37.7939 8.2475 -34.9113
H 29.6652 5.0509 -41.3670
H 33.4431 16.4383 -34.4902
H 33.3800 14.0518 -30.7124
H 31.0854 14.4581 -30.6562
H 30.5355 1.2295 -33.0320
H 36.7014 7.0642 -35.0352
H 33.8750 14.5334 -27.9945
H 35.1269 11.7921 -36.4953
H 37.1605 4.8956 -35.9330
H 31.5902 4.8156 -32.1342
H 28.6001 13.2197 -28.5529
H 33.5187 4.0983 -31.9326
H 35.7988 13.1851 -37.3868
H 40.2467 7.0282 -35.0905
H 34.9398 5.6490 -26.8673
H 38.8878 4.7593 -35.5995
H 30.7585 5.8304 -42.5070
H 33.6207 3.4220 -33.6296
H 34.0790 5.5379 -38.5669
H 32.0760 5.4151 -26.0919
H 29.6172 10.2483 -37.2801
H 35.1763 16.9721 -34.6775
H 32.0944 0.7590 -33.2760
H 30.7124 11.5825 -37.1550
H 30.1355 11.9359 -34.7427
H 39.2770 3.3512 -38.6660
H 39.9297 8.2252 -36.2006
H 33.4460 5.2144 -27.8718
H 33.8318 13.9146 -34.9949
H 36.1657 13.0454 -33.3392
H 33.2048 4.3289 -39.3293
H 29.3767 10.6816 -34.6385
H 32.6684 7.1486 -27.6813
H 28.0461 14.8006 -28.3741
H 33.0183 15.6975 -29.0674
H 32.8669 6.9662 -24.0746
H 31.8256 7.6267 -26.3876
H 35.0549 1.3009 -33.7372
H 34.3764 16.9416 -33.0716
H 31.6987 2.4623 -31.3719
H 33.4739 4.1543 -37.6830
H 35.6453 4.4748 -24.2538
H 36.7818 11.8485 -36.5961
H 32.2536 5.9329 -36.3007
H 27.6908 11.4619 -36.3172
```

net charge	0


| no. | frontier orbital gap (hartree) | DFT total energy (Ha) |
| --- | --- | --- |
| 1 | 0.161 | -3287.8106 |
| 2 | 0.179 | -3921.7397 |